The following is a DFT calculation (ωB97M-V/def2-TZVPD) of C6H10O in the gas phase in a non-equilibrium geometry.

Each line ends with the Mulliken charge.
Geometry (Å):
C (-1.797, -0.348, 0.725)  -1.2793
C (-1.122, 0.133, -0.564)  0.1733
C (0.049, -0.831, -0.932)  -0.8137
C (0.921, 0.050, -0.027)  0.5105
C (2.272, 0.074, 0.491)  -0.5265
O (1.251, -0.531, 1.260)  -0.4719
C (-0.027, 1.196, -0.301)  -0.6708
H (-1.040, -0.554, 1.488)  0.2716
H (-2.503, 0.381, 1.138)  0.3369
H (-2.343, -1.282, 0.543)  0.3296
H (-1.870, 0.354, -1.336)  0.3823
H (-0.003, -1.849, -0.549)  0.3585
H (0.261, -0.827, -2.007)  0.2618
H (3.044, -0.564, 0.074)  0.2504
H (2.611, 1.020, 0.913)  0.2315
H (0.485, 1.494, -1.237)  0.2456
H (-0.189, 2.083, 0.320)  0.4101

- SMILES = C[C@H]1C[C@]2(CO2)C1
- energy relative to the best compared isomer or geometry (same formula, charge and spin) (kcal per mole) = 43.8
- HOMO-LUMO gap (eV) = 11.046
- max |F| (eV Å⁻¹) = 1.037
- lowest unoccupied orbital energy (eV) = 1.05